No. 1
Here is a molecular structure, C20H42As3NNaO3S2Si at a distorted geometry from OMol25. Energies are from wB97M-V/def2-TZVPD.

Summary:
HOMO-LUMO gap in eV: 6.5
LUMO in eV: 2.236
Max |F| in eV/A: 1.02
Total energy in eV: -245539.378
Total charge: -1
ΔE to the lowest compared entry with this formula, charge and spin in eV: 0.159

Element x y z (Å)
Na  -1.39  -0.70  -0.07
C  -0.97  -5.57  5.39
Si  -1.60  -3.87  4.92
C  -3.30  -3.68  5.67
C  -0.45  -2.66  5.74
C  -1.76  -3.82  3.06
C  -2.08  -5.01  2.42
C  -2.24  -5.08  1.04
C  -2.06  -3.91  0.33
N  -1.78  -2.74  0.90
C  -1.64  -2.65  2.25
S  -1.32  -1.07  2.89
H  -0.88  -5.65  6.47
H  0.02  -5.75  4.95
H  -1.63  -6.37  5.05
H  -3.27  -3.78  6.76
H  -3.98  -4.44  5.27
H  -3.72  -2.70  5.42
H  -0.33  -2.94  6.79
H  -0.83  -1.64  5.67
H  0.53  -2.66  5.26
H  -2.21  -5.91  3.01
H  -2.48  -6.01  0.54
H  -2.14  -3.89  -0.75
C  1.75  0.91  2.52
As  1.03  0.82  0.71
C  -0.48  2.05  1.02
C  2.38  2.09  0.01
C  2.35  2.62  -1.44
C  1.28  3.71  -1.55
C  2.11  1.48  -2.44
As  0.25  0.83  -2.61
C  0.70  -0.66  -3.81
C  -0.37  2.03  -4.04
C  3.75  3.23  -1.68
As  4.30  4.31  -3.24
C  3.38  5.99  -2.83
C  3.15  3.78  -4.73
H  1.82  1.95  2.85
H  2.74  0.45  2.55
H  1.09  0.35  3.18
H  -0.12  3.07  1.18
H  -1.00  1.70  1.91
H  -1.19  2.04  0.18
H  3.32  1.56  0.17
H  2.38  2.95  0.70
H  0.30  3.33  -1.25
H  1.18  4.10  -2.56
H  1.52  4.54  -0.88
H  2.69  0.61  -2.12
H  2.46  1.73  -3.44
H  1.35  -0.31  -4.61
H  -0.22  -1.07  -4.21
H  1.21  -1.43  -3.23
H  0.41  2.16  -4.80
H  -0.66  3.00  -3.64
H  -1.25  1.56  -4.49
H  4.49  2.42  -1.64
H  4.00  3.89  -0.85
H  3.66  6.32  -1.82
H  2.30  5.90  -2.87
H  3.71  6.75  -3.54
H  3.47  2.82  -5.14
H  3.29  4.54  -5.51
H  2.10  3.73  -4.47
C  -4.40  -1.63  -1.90
S  -2.92  -0.72  -2.24
O  -2.90  0.36  -1.24
O  -3.02  -0.28  -3.62
O  -1.82  -1.67  -1.99
H  -5.23  -0.93  -1.93
H  -4.31  -2.07  -0.91
H  -4.51  -2.40  -2.66


No. 2
Here is 2 unconnected molecules or ions with the total composition C3H11NO2S at a distorted geometry from OMol25. Energies are from wB97M-V/def2-TZVPD.

Summary:
HOMO-LUMO gap (spin up / spin down) in eV: 8.9 / 4.3
LUMO (spin up / spin down) in eV: -4.893 / -9.475
Max |F| in eV/A: 4.09
Total energy in eV: -19698.679
⟨S²⟩: 0.754
Total charge: +1
ΔE to the lowest compared entry with this formula, charge and spin in eV: 2.118
Multiplicity: 2

Element x y z (Å)
C  -0.17  -1.86  0.88
O  0.69  -2.78  1.50
C  0.46  -1.32  -0.36
C  -0.52  -0.21  -0.84
S  0.37  0.44  -2.51
N  1.87  -0.92  0.12
H  -0.25  -0.94  1.51
H  -1.23  -2.20  0.81
H  1.64  -2.56  1.39
H  0.46  -2.10  -1.09
H  -1.52  -0.56  -1.17
H  -0.56  0.42  -0.02
H  0.29  1.71  -2.14
H  1.49  -0.02  0.52
H  2.39  -0.78  -0.79
H  -2.39  4.02  0.50
H  -1.53  5.32  0.81
O  -1.49  4.34  0.87


No. 3
Here is a molecular structure, C9H8MnN2O4 at a distorted geometry from OMol25. Energies are from wB97M-V/def2-TZVPD.

Summary:
HOMO-LUMO gap (spin up / spin down) in eV: 7.7 / 6.5
LUMO (spin up / spin down) in eV: -8.427 / -10.996
Max |F| in eV/A: 12.90
Total energy in eV: -51930.462
⟨S²⟩: 8.794
Total charge: +2
ΔE to the lowest compared entry with this formula, charge and spin in eV: 0.000
Multiplicity: 6

Element x y z (Å)
Mn  0.00  -0.44  -1.77
O  0.02  2.21  -3.52
C  0.02  1.19  -2.99
C  1.46  -1.50  -1.53
O  2.43  -2.11  -1.32
C  -1.48  -1.48  -1.54
O  -2.46  -2.06  -1.34
C  0.00  -1.19  -3.49
O  0.00  -2.11  -4.28
C  0.02  2.91  2.14
C  0.01  1.54  1.58
C  -0.01  0.24  2.18
C  -0.01  -0.68  1.12
N  0.00  0.05  -0.06
N  0.01  1.41  0.28
C  -0.02  -2.18  1.17
H  -0.88  3.11  2.77
H  0.92  3.10  2.77
H  0.03  3.71  1.38
H  -0.01  -0.05  3.19
H  0.02  2.15  -0.44
H  0.86  -2.53  1.74
H  -0.92  -2.52  1.73
H  -0.02  -2.78  0.24


No. 4
Here is a molecular structure, C10H13N3O2 at a distorted geometry from OMol25. Energies are from wB97M-V/def2-TZVPD.

Summary:
HOMO-LUMO gap in eV: 8.8
LUMO in eV: 0.245
Max |F| in eV/A: 4.50
Total energy in eV: -19141.544
Total charge: 0
ΔE to the lowest compared entry with this formula, charge and spin in eV: 4.725

Element x y z (Å)
C  3.33  -1.11  0.19
C  1.63  2.42  -1.25
C  1.23  2.88  0.00
C  2.00  1.10  -1.18
C  1.49  1.80  0.83
C  0.74  -1.60  0.53
C  -1.80  0.59  -0.56
C  -1.88  -2.02  -0.72
C  -2.16  -0.81  1.48
C  -1.58  -0.74  0.17
N  4.30  -1.64  -0.11
N  1.98  0.74  0.16
N  2.32  -0.45  0.73
O  0.78  -2.78  0.54
O  -0.03  -0.61  0.31
H  1.21  2.89  -2.16
H  1.17  3.88  0.34
H  2.49  0.47  -1.96
H  1.31  1.68  1.83
H  -1.74  1.38  0.20
H  -0.97  0.54  -1.28
H  -2.85  0.72  -1.01
H  -1.14  -2.01  -1.55
H  -2.97  -1.80  -0.91
H  -1.76  -2.91  -0.17
H  -2.50  -1.86  1.73
H  -1.44  -0.60  2.28
H  -3.15  -0.17  1.53